A cluster of 2 separate species, C2H5PS in total in a non-equilibrium geometry. Source: the Open Molecules 2025 dataset; level of theory: the ωB97M-V functional and the def2-TZVPD basis.

Results
**E_tot**: -22273.786 eV
**Kohn-Sham gap (spin up / spin down)**: 8.5 / 7.1 eV
**ΔE to the lowest compared entry with this formula, charge and spin**: 141.8 kJ/mol
**M**: 92.10 g/mol
**Charge**: 0
**Spin multiplicity**: 3

```
9
Properties=species:S:1:pos:R:3:nbo_charge:R:1
C -0.130 -0.516 -1.856 -0.5585
C 0.082 0.994 1.476 -0.7637
P -0.131 -2.138 -2.056 0.3900
S 1.825 0.316 1.295 0.0541
H 0.321 0.442 -1.805 0.1919
H 0.067 1.970 1.016 0.2271
H 0.068 1.170 2.517 0.2304
H -0.548 0.088 1.237 0.2523
H -1.553 -2.326 -1.825 -0.0236
```

=====

A structure of composition C6H10N2O in a non-equilibrium geometry. Source: the Open Molecules 2025 dataset; level of theory: the ωB97M-V functional and the def2-TZVPD basis.

Results
**E_tot**: -11406.617 eV
**Kohn-Sham gap (spin up / spin down)**: 8.0 / 8.0 eV
**ΔE to the lowest compared entry with this formula, charge and spin**: 527.9 kJ/mol
**M**: 126.16 g/mol
**Charge**: 0

```
19
Properties=species:S:1:pos:R:3:nbo_charge:R:1
C -1.524 1.848 -0.865 -0.4360
C -0.410 -0.230 -0.514 0.3281
C 1.005 -0.058 0.818 0.2762
C -0.187 -1.255 0.495 0.0313
N 0.236 -0.455 -1.766 -0.8644
C 2.270 -0.187 0.389 -0.4458
C -0.822 -2.054 1.316 -0.3721
O 0.670 0.638 1.949 -0.6813
N -1.524 0.492 -0.363 -0.4974
H 1.472 0.796 2.467 0.4799
H 0.194 0.348 -2.382 0.3771
H -0.136 -1.278 -2.228 0.3861
H -0.962 2.560 -0.249 0.1955
H -1.133 1.913 -1.892 0.1432
H -2.556 2.204 -0.936 0.2020
H 2.485 -0.663 -0.558 0.2378
H 3.108 0.145 0.992 0.1973
H -1.874 -2.279 1.153 0.2284
H -0.314 -2.484 2.174 0.2139
```

=====

A structure of composition C15H13F2IN2O2Pd in a non-equilibrium geometry. Source: the Open Molecules 2025 dataset; level of theory: the ωB97M-V functional and the def2-TZVPD basis.

Results
**E_tot**: -39857.024 eV
**Kohn-Sham gap**: 6.1 eV
**M**: 524.60 g/mol
**Charge**: -2

```
36
Properties=species:S:1:pos:R:3:nbo_charge:R:1
Pd 0.764 0.997 0.804 0.5908
C -3.642 -2.512 0.180 -0.6407
C -3.962 -1.051 0.057 0.1425
N -5.210 -0.676 0.174 -0.4516
C -5.494 0.644 0.142 -0.0967
C -4.531 1.622 0.097 -0.0565
C -4.954 3.062 0.188 -0.0793
O -4.595 3.706 1.413 -0.7381
C -3.166 1.267 -0.001 -0.2580
C -2.168 2.315 -0.034 0.1391
N -0.903 2.225 0.186 -0.4940
C 0.022 3.233 -0.152 0.1506
C -0.230 4.587 -0.359 -0.3022
C 0.832 5.406 -0.722 -0.2584
C 2.104 4.868 -0.869 -0.2514
C 2.337 3.513 -0.639 -0.2591
C 1.305 2.647 -0.283 -0.2808
I 3.005 -0.305 0.796 -0.6211
C -2.839 -0.145 -0.158 0.4212
O -1.740 -0.605 -0.501 -0.6643
H -4.555 -3.086 0.333 0.1959
H -2.965 -2.656 1.025 0.2212
H -3.116 -2.867 -0.709 0.2178
H -6.549 0.900 0.196 0.1566
H -6.042 3.128 0.127 0.1696
H -4.540 3.631 -0.658 0.1496
H -3.714 3.397 1.650 0.4774
H -2.545 3.301 -0.343 0.1395
H -1.219 5.013 -0.214 0.1910
H 0.670 6.469 -0.877 0.1819
H 2.925 5.520 -1.160 0.1795
H 3.350 3.132 -0.740 0.1969
F 0.706 0.482 3.455 -0.4358
C 0.025 -0.090 2.333 0.2864
F -1.311 0.228 2.619 -0.4142
H 0.110 -1.170 2.509 0.0945
```

=====

A structure of composition C13H20AuClIN2OPSe in a non-equilibrium geometry. Source: the Open Molecules 2025 dataset; level of theory: the ωB97M-V functional and the def2-TZVPD basis.

Results
**E_tot**: -117764.068 eV
**Kohn-Sham gap (spin up / spin down)**: 7.7 / 4.6 eV
**ΔE to the lowest compared entry with this formula, charge and spin**: 47.2 kJ/mol
**M**: 689.57 g/mol
**Charge**: +2
**Spin multiplicity**: 3

```
41
Properties=species:S:1:pos:R:3:nbo_charge:R:1
C -1.868 0.918 0.047 -0.6194
I -2.960 0.227 2.377 0.0996
H -1.979 1.958 -0.210 0.2152
H -0.924 0.658 0.502 0.1875
H -2.357 0.113 -0.702 0.2409
Au 0.229 0.905 -2.540 0.7168
P -1.480 -0.448 -3.850 0.9925
C -2.838 -1.234 -3.064 -0.9949
C -2.084 -0.250 -5.571 -0.8956
H 0.613 -1.600 -4.412 0.2660
H -0.834 -2.634 -4.945 0.2658
H -0.364 -2.557 -3.147 0.2442
C -0.400 -1.989 -4.125 -0.9202
H -1.348 0.173 -6.222 0.2733
H -2.325 -1.176 -5.940 0.2547
H -3.434 -1.833 -3.730 0.2904
H -3.489 -0.502 -2.632 0.2534
H -2.971 0.348 -5.581 0.2585
H -2.504 -1.873 -2.277 0.2577
C -4.662 -2.189 0.501 0.5062
O -5.085 -2.459 -0.539 -0.5052
Cl 1.681 0.909 -4.278 -0.3827
C 3.420 0.585 0.902 -0.4220
N 2.396 0.993 1.828 -0.3274
C 1.172 1.512 1.443 0.2499
Se 0.774 2.151 -0.431 0.2459
N 0.451 1.577 2.632 -0.5059
C 1.271 1.210 3.733 0.1048
C 0.955 1.057 5.079 -0.1972
C 1.835 0.340 5.906 -0.1494
C 3.058 -0.086 5.355 -0.1510
C 3.485 0.274 4.086 -0.2263
C 2.511 0.838 3.235 0.1953
H 4.246 0.265 1.529 0.2418
H 3.661 1.383 0.212 0.2369
H 3.158 -0.318 0.315 0.2349
H -0.568 1.805 2.651 0.4659
H -0.039 1.470 5.339 0.2462
H 1.508 0.092 6.922 0.2624
H 3.653 -0.676 5.971 0.2465
H 4.437 0.063 3.631 0.2438
```

=====

A structure of composition C30H24Cl3FeN3OSi in a non-equilibrium geometry. Source: the Open Molecules 2025 dataset; level of theory: the ωB97M-V functional and the def2-TZVPD basis.

Results
**E_tot**: -117826.379 eV
**Kohn-Sham gap (spin up / spin down)**: 4.1 / 5.4 eV
**M**: 632.83 g/mol
**Charge**: -2
**Spin multiplicity**: 5

```
63
Properties=species:S:1:pos:R:3:nbo_charge:R:1
Fe -0.143 -0.449 0.331 0.8058
Cl 3.828 -1.274 4.378 -0.0266
C 2.269 -1.535 3.669 -0.1718
C 1.726 -2.747 3.367 -0.4691
C -0.300 -2.718 2.281 -0.5212
C -0.835 -1.452 2.043 0.3340
O -1.910 -1.147 1.465 -0.6809
C 0.134 -0.374 2.613 -0.2912
C -0.342 0.943 2.233 0.0787
N 0.400 1.987 2.096 -0.5110
C -0.102 3.005 1.289 0.1763
C 0.138 4.335 1.643 -0.2808
C -0.258 5.376 0.821 -0.2296
C -0.857 5.106 -0.398 -0.3007
C -1.067 3.783 -0.824 0.0310
C -1.616 3.487 -2.103 -0.3410
C -1.770 2.148 -2.478 -0.2859
C -1.420 1.155 -1.601 -0.0384
N -0.912 1.382 -0.352 -0.6297
C -0.720 2.699 0.043 0.0913
C 1.446 -0.464 3.258 -0.1269
H 0.516 -4.013 4.218 -0.0634
H -0.496 -4.469 3.168 -0.1166
H -1.425 1.008 2.115 0.1976
H 0.630 4.522 2.589 0.2023
H -0.086 6.403 1.126 0.1859
H -1.143 5.915 -1.063 0.1829
H -1.897 4.297 -2.766 0.1819
H -2.185 1.884 -3.444 0.1948
H -1.553 0.109 -1.863 0.1853
H 1.843 0.540 3.416 0.2315
Cl 0.640 -3.655 2.893 1.4694
C 1.212 -4.842 2.105 -0.6023
C 1.618 -6.045 1.660 -0.1924
C 2.136 -6.330 0.372 -0.3551
C 2.094 -5.586 -0.792 -0.1510
C 1.531 -4.372 -1.194 -0.3136
Cl 1.636 -4.087 -2.963 -0.0951
C 0.850 -3.307 -0.609 0.4106
N 0.300 -2.302 -0.396 -0.5356
H 1.607 -6.878 2.374 0.1590
H 2.608 -7.303 0.266 0.1786
H 2.587 -6.073 -1.627 0.2029
C 3.373 -1.045 0.338 -1.1352
Si 2.018 0.073 -0.382 1.2706
C 2.082 -0.205 -2.267 -1.1385
C 2.642 1.860 -0.193 -0.4736
C 2.216 2.838 -1.097 -0.2062
C 2.632 4.158 -0.994 -0.2119
C 3.496 4.535 0.024 -0.2369
C 3.929 3.584 0.938 -0.2534
C 3.500 2.268 0.830 -0.1302
H 4.166 -1.201 -0.399 0.2180
H 2.968 -2.023 0.608 0.2450
H 3.819 -0.629 1.244 0.2218
H 2.922 0.334 -2.717 0.2125
H 1.161 0.127 -2.755 0.2265
H 2.201 -1.269 -2.480 0.2363
H 1.538 2.561 -1.899 0.2148
H 2.271 4.895 -1.703 0.1994
H 3.818 5.567 0.114 0.1888
H 4.601 3.870 1.741 0.1892
H 3.839 1.545 1.564 0.1935
```

=====

A structure of composition C31H27ClF3N3OS3V. Source: the Open Molecules 2025 dataset; level of theory: the ωB97M-V functional and the def2-TZVPD basis.

Results
**E_tot**: -117945.298 eV
**Kohn-Sham gap**: 3.8 eV
**M**: 697.17 g/mol
**Charge**: +3

```
70
Properties=species:S:1:pos:R:3:nbo_charge:R:1
V -0.569 -0.248 -0.304 1.2460
S 3.190 -3.318 -3.500 0.4535
C 4.471 -4.296 -4.041 -0.3427
C 5.454 -4.418 -3.105 -0.2340
C 5.158 -3.712 -1.921 -0.1554
C 3.951 -3.059 -1.969 -0.3041
C 3.345 -2.240 -0.937 -0.0405
C 2.024 -1.779 -1.089 0.0988
N 1.404 -0.986 -0.205 -0.4895
C 2.064 -0.680 0.944 0.1788
C 3.368 -1.100 1.201 -0.0730
C 3.963 -0.715 2.454 -0.1494
C 3.273 0.003 3.369 -0.1403
C 1.916 0.410 3.120 -0.0784
C 1.125 1.140 4.014 -0.0709
C -0.190 1.486 3.694 0.0369
C -0.665 1.074 2.440 0.0808
N 0.075 0.392 1.559 -0.5232
C 1.346 0.062 1.898 0.1946
C -1.053 2.229 4.596 -0.3235
C -2.358 2.624 4.402 -0.1969
C -2.894 3.328 5.496 -0.2437
C -1.991 3.461 6.511 -0.3457
S -0.501 2.737 6.149 0.5222
C 4.011 -1.873 0.228 -0.0466
H 4.435 -4.724 -5.031 0.2727
H 6.353 -4.996 -3.259 0.2635
H 5.823 -3.704 -1.068 0.2337
H 1.463 -2.070 -1.964 0.2347
H 4.981 -1.023 2.656 0.2600
H 3.733 0.279 4.309 0.2593
H 1.545 1.433 4.969 0.2573
H -1.677 1.308 2.147 0.2179
H -2.936 2.419 3.510 0.2044
H -3.899 3.720 5.539 0.2569
H -2.128 3.951 7.463 0.2766
H 5.032 -2.192 0.396 0.2555
F -2.068 1.479 -5.574 -0.2878
C -1.429 0.336 -5.337 0.9831
F -0.136 0.619 -5.104 -0.3106
F -1.507 -0.435 -6.411 -0.2798
C -2.038 -0.358 -4.134 -0.1634
C -3.252 -1.032 -4.246 -0.0635
C -3.785 -1.681 -3.141 -0.1665
C -3.125 -1.605 -1.930 0.0608
N -1.970 -0.933 -1.815 -0.5136
C -1.427 -0.371 -2.900 0.0936
S 0.178 0.143 -2.399 0.2624
H -3.761 -1.066 -5.203 0.2806
H -4.709 -2.237 -3.213 0.2677
H -3.529 -2.077 -1.046 0.2396
C -4.050 1.126 -0.148 -0.6483
C -2.932 2.106 -0.347 -0.0569
O -1.535 1.572 -0.311 -0.5846
C -0.665 2.777 -0.540 -0.0755
C 0.807 2.648 -0.222 -0.6430
H -4.954 1.736 -0.080 0.2821
H -3.990 0.571 0.785 0.2128
H -4.187 0.456 -0.989 0.2189
H -2.956 2.874 0.425 0.2133
H -3.012 2.592 -1.320 0.2209
H -1.095 3.551 0.093 0.2268
H -0.830 3.034 -1.586 0.2200
H 1.022 2.728 0.840 0.2304
H 1.279 3.504 -0.711 0.2858
H 1.299 1.768 -0.635 0.2133
Cl -2.276 -1.384 1.096 0.2440
C -0.834 -2.109 0.460 -0.5429
H -1.029 -2.878 -0.282 0.2681
H -0.150 -2.381 1.256 0.2659
```

=====

An isolated molecule of C6H14N2O2S in a non-equilibrium geometry. Source: the Open Molecules 2025 dataset; level of theory: the ωB97M-V functional and the def2-TZVPD basis.

Results
**E_tot**: -24353.901 eV
**SMILES string**: CSCC[C@H](N)C(=O)NCO
**Kohn-Sham gap**: 9.0 eV
**ΔE to the lowest compared entry with this formula, charge and spin**: 533.1 kJ/mol
**M**: 178.26 g/mol
**Charge**: 0

```
25
Properties=species:S:1:pos:R:3:nbo_charge:R:1
C -0.086 3.247 1.661 -0.8070
C -0.834 0.594 2.025 -0.5172
C -0.640 -0.415 1.035 -0.4535
C -0.354 0.228 -0.212 -0.1258
C 0.298 -0.679 -1.309 0.6622
C 1.744 -2.482 -1.875 0.0744
H -0.438 4.121 2.535 0.2514
H 0.950 3.524 1.110 0.2320
H -0.866 2.673 0.864 0.2727
H -1.699 1.037 1.589 0.2333
H -1.033 -0.069 3.013 0.2222
H -1.448 -1.098 0.977 0.2177
H 0.247 -0.959 1.152 0.2200
H 0.304 1.218 -0.015 0.1978
H -1.468 1.157 -1.876 0.4130
H -2.308 -0.044 -0.628 0.3495
H 2.471 -0.563 -0.724 0.4322
H 1.996 -2.324 -3.025 0.1707
H 2.578 -3.307 -1.514 0.2157
H -0.213 -2.888 -1.656 0.4907
N -1.461 0.802 -0.811 -0.8558
N 1.565 -1.145 -1.284 -0.6764
O -0.509 -1.032 -2.140 -0.6514
O 0.682 -3.334 -1.420 -0.7310
S 0.523 1.739 2.530 0.1627
```

=====

A cluster of 4 separate species, C35H76IN4O4 in total. Source: the Open Molecules 2025 dataset; level of theory: the ωB97M-V functional and the def2-TZVPD basis.

Results
**E_tot**: -59772.643 eV
**Kohn-Sham gap**: 7.2 eV
**M**: 743.92 g/mol
**Charge**: +1

```
120
Properties=species:S:1:pos:R:3:mulliken_charge:R:1
C 2.585 4.386 1.955 -0.8095
C 1.237 5.078 2.033 -0.4360
O 0.217 4.216 2.584 -0.2433
C 0.159 4.137 3.920 0.4242
O 0.950 4.674 4.663 -0.6133
C -1.021 3.316 4.369 -0.6974
C -1.112 1.916 3.752 0.1967
C -0.515 0.778 4.571 -1.5900
N 1.007 0.725 4.702 1.4373
C 1.419 1.474 5.973 -1.1057
C 2.828 2.059 5.969 0.0910
C 3.941 1.049 6.215 -1.1609
I 2.872 3.508 7.566 0.1489
C 1.670 1.148 3.438 -0.3353
C 1.465 -0.040 2.521 -0.7404
C 1.964 -1.152 3.444 1.2152
C 1.717 -2.598 3.057 -1.0456
C 2.724 -3.110 2.013 -0.3564
O 4.007 -2.521 2.238 -0.4169
C 4.382 -1.467 1.461 0.7541
C 4.468 -1.709 -0.010 -0.9504
O 4.679 -0.423 1.991 -0.5458
C 1.389 -0.745 4.819 -1.8552
H 3.019 4.250 2.945 0.2141
H 3.256 4.982 1.337 0.4946
H 2.471 3.417 1.458 0.0606
H 1.287 5.996 2.618 0.3858
H 0.879 5.329 1.034 0.4020
H -1.909 3.873 4.058 0.4885
H -1.037 3.300 5.459 0.4450
H -0.728 1.951 2.733 0.3630
H -2.173 1.665 3.657 -0.2514
H -0.899 0.808 5.594 0.4555
H -0.846 -0.168 4.143 0.6261
H 0.692 2.253 6.178 0.5414
H 1.344 0.734 6.773 0.5072
H 3.024 2.648 5.077 0.0926
H 4.908 1.551 6.254 0.4940
H 3.985 0.295 5.424 0.1948
H 3.795 0.553 7.178 0.3729
H 1.336 2.108 3.058 -1.2052
H 2.744 1.246 3.604 1.3260
H 2.042 0.100 1.606 0.1970
H 0.416 -0.147 2.230 0.2801
H 3.036 -0.969 3.525 0.1896
H 1.758 -3.236 3.945 0.4038
H 0.712 -2.711 2.638 0.3849
H 2.835 -4.191 2.111 0.4343
H 2.364 -2.912 1.003 0.1056
H 4.663 -0.747 -0.483 0.3237
H 5.297 -2.379 -0.240 0.3616
H 3.535 -2.102 -0.410 0.2757
H 0.526 -1.333 5.130 0.1666
H 2.146 -0.896 5.588 0.5290
C -0.090 -2.095 -3.433 -1.3362
C 0.075 -0.864 -2.557 -0.4468
N 1.449 -0.391 -2.514 0.4291
C 1.696 0.576 -1.468 -0.2343
C 0.986 1.934 -1.539 -1.1148
C 2.057 -0.112 -3.809 -0.7023
C 1.351 0.885 -4.734 -1.1464
H 0.620 -2.872 -3.146 0.3084
H -1.098 -2.497 -3.332 0.4982
H 0.063 -1.864 -4.487 0.1791
H -0.212 -1.116 -1.531 0.4327
H -0.633 -0.092 -2.894 0.2575
H 2.776 0.754 -1.406 0.3006
H 1.437 0.085 -0.521 -0.0078
H 1.409 2.571 -2.313 0.2719
H 1.099 2.463 -0.588 0.1806
H -0.082 1.826 -1.727 0.3143
H 2.154 -1.060 -4.343 0.4392
H 3.081 0.220 -3.625 0.3648
H 0.285 0.672 -4.823 0.2409
H 1.780 0.817 -5.734 0.4268
H 1.464 1.917 -4.403 0.3331
C -3.957 3.706 1.388 -0.9596
C -5.470 3.563 1.408 -0.4876
N -5.901 2.197 1.180 0.0909
C -7.320 2.072 0.891 -0.7127
C -8.316 2.459 1.990 -0.9784
C -5.338 1.207 2.078 -0.7143
C -5.526 1.413 3.588 -0.9366
H -3.536 3.278 0.477 0.3366
H -3.679 4.760 1.429 0.4945
H -3.492 3.215 2.246 -0.2297
H -5.893 4.178 0.611 0.5186
H -5.851 3.981 2.354 0.2676
H -7.509 1.040 0.583 0.3718
H -7.522 2.686 0.008 0.4240
H -8.341 1.730 2.798 0.2284
H -9.321 2.510 1.569 0.3971
H -8.091 3.437 2.416 0.2795
H -4.263 1.142 1.876 0.3346
H -5.742 0.234 1.791 0.3928
H -5.275 2.430 3.894 0.2020
H -4.869 0.731 4.137 0.3321
H -6.544 1.207 3.913 0.3115
C 1.820 -2.684 -7.057 -0.9249
C 1.007 -3.558 -8.001 -0.4584
N 1.282 -4.973 -7.836 0.0882
C 0.779 -5.798 -8.920 -0.7277
C -0.739 -5.868 -9.128 -0.9659
C 1.094 -5.490 -6.492 -0.7192
C -0.281 -5.304 -5.838 -0.8623
H 2.883 -2.919 -7.134 0.3473
H 1.681 -1.632 -7.315 0.4415
H 1.516 -2.811 -6.017 -0.1381
H 1.267 -3.297 -9.030 0.4729
H -0.060 -3.311 -7.881 0.2596
H 1.168 -6.809 -8.778 0.3611
H 1.237 -5.429 -9.842 0.4178
H -1.234 -6.453 -8.354 0.2221
H -0.954 -6.348 -10.084 0.3991
H -1.192 -4.876 -9.152 0.2776
H 1.842 -5.022 -5.846 0.3395
H 1.351 -6.551 -6.505 0.3699
H -0.643 -4.280 -5.945 0.1738
H -0.206 -5.512 -4.768 0.3602
H -1.035 -5.976 -6.244 0.2893
```